{"formula": "C9H23N5O", "method": "ωB97M-V/def2-TZVPD", "species": ["C", "C", "C", "C", "C", "C", "C", "C", "C", "N", "N", "N", "N", "N", "O", "H", "H", "H", "H", "H", "H", "H", "H", "H", "H", "H", "H", "H", "H", "H", "H", "H", "H", "H", "H", "H", "H", "H"], "coordinates": [[0.32374, -1.24561, 0.78016], [1.49755, -1.86481, 0.50917], [-0.35274, 0.15898, 0.51933], [3.50748, -0.45319, 0.09182], [-1.22870, -0.51480, -1.66981], [-2.39970, 1.44085, -0.49226], [5.63834, 0.43027, -0.72828], [-2.71724, -0.84531, 0.36727], [-1.66036, 0.03068, -0.32884], [2.54727, -1.29075, -0.19928], [-0.82575, 0.53770, 1.93707], [3.54048, 0.15433, 1.31579], [0.58139, 1.08194, -0.01179], [-4.05678, -0.74466, -0.29212], [4.37522, -0.31789, -0.86473], [-0.21846, -1.87783, 1.47159], [1.64685, -2.89004, 0.86741], [-0.64958, 0.19592, -2.11750], [-2.02626, -0.83892, -2.35004], [-0.64484, -1.38791, -1.44583], [-3.13827, 1.43388, -1.30970], [-2.81014, 1.98409, 0.36311], [-1.63875, 1.92537, -1.01234], [6.20802, 0.48353, -1.71321], [6.30466, -0.10369, -0.00065], [5.58633, 1.49282, -0.45578], [-2.83168, -0.55092, 1.43266], [-2.45569, -1.88937, 0.30288], [2.56046, -1.56228, -1.17896], [-0.04657, 0.85334, 2.40222], [-1.63243, 1.08785, 1.85811], [4.09496, 0.98098, 1.45627], [2.72479, 0.14276, 1.91160], [0.23921, 1.34841, -1.02045], [0.62987, 1.96579, 0.44622], [-4.35115, 0.20490, -0.52462], [-4.78147, -1.25490, 0.29093], [-4.10838, -1.40064, -1.15302]], "forces_ev_per_angstrom": [[-7.9005, 4.0218, 2.0982], [6.5953, -3.2348, -0.9052], [-1.0520, -1.8226, 3.2204], [0.1397, 1.2493, 1.9103], [-2.0634, -1.7216, 0.9956], [0.3524, -1.5952, -0.8476], [1.9936, -0.0939, -0.1683], [0.7848, 0.0230, 0.7768], [-2.1499, 0.9212, 0.5286], [-0.1230, -0.7099, -1.4574], [0.0560, -2.8053, -3.5038], [0.2928, -0.3448, -1.4444], [-0.2385, 0.7755, -4.0050], [-1.4084, -3.2507, -0.8612], [0.8278, 1.1065, 0.0240], [-0.5122, 0.4943, 0.2269], [0.0214, 0.3314, -0.5859], [1.5298, 1.6152, -1.7527], [0.0450, 0.3581, 0.1166], [0.4792, -0.5556, -0.2042], [-0.1448, -0.3275, 0.3587], [0.4067, -0.2245, -0.0007], [1.1194, 2.0720, -0.3251], [-1.3589, -0.7201, 1.0174], [-0.8027, 0.3896, -0.6046], [-0.9022, -0.3650, 0.2462], [-0.0362, -0.3018, -0.7833], [0.0892, -0.4360, 0.2504], [0.4731, -0.2258, -0.0980], [1.4264, 1.4024, 1.7485], [-0.6372, 1.5267, 0.5051], [0.4602, -0.0542, -0.1526], [-0.0414, -0.3902, -0.2726], [1.4456, -0.5548, 2.4220], [-0.2449, 0.5064, 0.7135], [-0.0959, -0.1212, 0.0120], [0.7897, 1.2408, -0.2984], [0.3839, 1.8209, 1.0998]], "e_above_lowest_kcal_mol": 0.0, "total_charge": 2, "e_tot_ha": -704.95562, "homo_lumo_gap_ev": [6.573, 6.965], "spin_multiplicity": 3}